# 1
Formula: C30H48B2F4N6O2
Source: the OMol25 dataset
Level of theory: ωB97M-V/def2-TZVPD

Structure (XYZ):
```
92
Properties=species:S:1:pos:R:3:forces:R:3
B 19.166293 16.158977 4.899344 0.058 0.100 -0.142
H 18.581360 15.271232 4.366326 -0.141 -0.619 -0.299
H 19.540488 15.893730 5.997349 0.070 -0.405 0.494
H 20.090089 16.328202 4.152399 0.409 0.189 -0.579
H 18.507345 17.140707 4.952479 -0.241 0.588 -0.127
C 23.873629 17.325390 3.878654 1.395 -0.334 0.629
C 22.741728 17.819163 4.698333 -0.884 0.210 -1.211
O 22.189729 18.859294 4.539405 0.128 0.046 0.449
N 22.026302 16.839387 5.588779 0.414 -0.772 0.467
H 21.075447 16.531070 5.173059 0.331 0.964 0.080
H 22.486590 15.927176 5.598382 0.503 0.256 0.354
C 21.815527 17.396762 6.978078 -1.539 -0.388 -0.444
H 24.619945 16.724079 4.409619 -0.536 -0.375 0.255
H 24.516242 18.139032 3.545968 -0.635 0.305 -0.431
H 23.473347 16.732504 3.054908 0.063 0.112 -0.122
H 21.611091 18.455038 6.850640 0.695 0.170 0.217
H 22.579003 17.082001 7.676308 0.285 0.340 -0.132
H 20.843270 17.008797 7.282838 0.217 -0.265 0.263
C 16.101711 17.197966 6.392719 0.648 0.008 -0.224
C 15.541608 15.892810 5.941731 -0.771 -1.219 1.701
O 14.405345 15.574064 6.085753 -0.212 0.166 -0.776
N 16.490564 14.738257 5.642116 0.505 1.269 -2.201
H 16.158869 14.111971 4.879923 -1.059 -0.270 0.643
H 17.288821 15.153075 5.081418 0.262 -0.305 1.318
C 16.912569 13.963234 6.815747 1.368 0.288 0.734
H 16.582259 17.755622 5.591961 -0.145 0.048 -0.102
H 16.906958 17.014060 7.108372 -0.039 -0.079 0.035
H 15.315043 17.768467 6.874694 -0.088 -0.009 -0.121
H 17.533969 14.629327 7.416614 -0.277 -0.002 0.252
H 17.596564 13.170334 6.521195 -0.325 -0.110 -0.381
H 16.097103 13.560233 7.405245 -0.307 0.159 -0.290
C 19.333329 2.950211 5.702200 -1.037 -0.145 0.278
N 19.500239 4.292667 5.101416 0.218 -0.353 -0.404
C 18.451942 5.106250 4.925075 -0.285 0.970 0.973
C 18.626102 6.405055 4.495947 0.354 -0.586 -0.763
C 19.906140 6.831441 4.138735 -0.651 0.557 -0.295
C 20.979018 5.966314 4.305168 -0.229 0.015 -0.423
C 20.729308 4.678923 4.723761 0.384 0.253 0.608
C 20.072579 8.218399 3.602290 0.624 0.198 1.221
C 21.161412 8.972191 4.055710 0.501 0.099 0.058
C 21.315282 10.277787 3.673699 -0.846 0.435 -0.323
N 20.362327 10.866943 2.910795 0.752 -0.245 -0.289
C 19.317316 10.172615 2.452733 -0.549 0.576 0.851
C 19.118716 8.866865 2.844994 -0.217 -0.562 -0.545
C 20.505358 12.290200 2.504396 -0.467 -0.712 -0.036
H 18.895514 2.253827 4.988539 0.434 0.021 -0.272
H 18.582062 3.025367 6.488305 0.216 0.156 0.155
H 20.267989 2.607741 6.127699 0.071 -0.039 -0.157
H 17.477531 4.846508 5.317923 0.109 -0.658 -0.192
H 17.750506 7.023987 4.367005 0.031 0.095 0.170
H 21.985637 6.272326 4.059181 0.043 -0.154 -0.044
H 21.533416 3.972384 4.872305 -0.075 -0.111 -0.064
H 21.886077 8.602637 4.769128 -0.001 -0.295 -0.158
H 22.120638 10.927755 3.978718 0.114 -0.174 0.132
H 18.577819 10.790974 1.960858 -0.098 -0.414 -0.326
H 18.221628 8.336127 2.556905 -0.043 0.219 -0.240
H 20.932794 12.301693 1.504108 0.312 0.170 0.128
H 21.110873 12.770039 3.264237 0.026 0.260 -0.204
H 19.496224 12.695137 2.453298 0.095 0.196 0.234
C 11.405560 13.906034 -0.439653 -1.339 -0.992 0.927
N 12.605244 14.535205 0.137199 -0.517 -0.012 -1.141
C 12.622307 14.851626 1.440571 0.436 -0.058 -0.566
C 13.730832 15.494244 1.947697 -0.037 0.366 0.757
C 14.782646 15.860513 1.121796 -0.158 -0.922 -0.409
C 14.711217 15.482981 -0.221259 0.456 0.508 -0.138
C 13.614235 14.813841 -0.712860 0.192 0.359 0.950
C 15.979021 16.580120 1.627476 0.455 0.500 -0.014
C 15.835993 17.895011 2.046181 -0.506 0.973 0.565
C 16.910752 18.653948 2.457760 0.456 -0.721 -0.455
N 18.142992 18.133991 2.306677 0.005 -0.023 0.159
C 18.313330 16.869922 1.901972 0.765 -0.602 0.201
C 17.271534 16.022301 1.617136 -1.994 0.390 -0.262
C 19.317844 19.006298 2.513562 -0.286 0.931 -0.312
H 10.490389 14.253313 0.044955 0.282 0.639 -0.028
H 11.371682 12.851825 -0.153171 0.504 -0.093 -0.431
H 11.279467 14.039813 -1.506682 0.478 0.099 -0.049
H 11.736952 14.558679 1.985701 0.117 0.134 0.272
H 13.774203 15.752759 2.998384 -0.212 -0.117 0.027
H 15.492981 15.809750 -0.895210 -0.007 -0.268 -0.111
H 13.514116 14.521492 -1.746377 -0.124 -0.022 -0.004
H 14.886254 18.417960 2.059526 -0.154 -0.336 0.001
H 16.855754 19.660403 2.847001 -0.140 0.054 -0.132
H 19.343218 16.550695 1.855081 -0.029 -0.063 -0.051
H 17.268143 14.969570 1.362828 1.025 0.004 0.011
H 19.392458 19.388524 3.528885 -0.094 -0.464 0.182
H 19.131649 19.875717 1.881492 0.286 -0.026 -0.083
H 20.236087 18.528218 2.197197 -0.074 -0.203 0.074
B 16.638049 12.089313 3.343119 0.349 -0.123 0.763
F 17.179045 12.833169 2.256747 -0.227 -0.091 -0.062
F 17.690961 11.942796 4.294307 0.085 0.032 -0.218
F 15.615947 12.832872 3.984299 -0.122 0.368 -0.379
F 16.153593 10.861503 2.977042 0.195 -0.058 -0.419
```
Forces are in eV/Å.

charge: +4
2S+1: 1
LUMO level: -10.07 eV
gap between HOMO and LUMO: 8.86 eV

These are the Löwdin partial charges, in e, on atoms 1 to 2: -0.363 -0.011


# 2
Formula: C30H48BBrN2P2Pb
Source: the OMol25 dataset
Level of theory: ωB97M-V/def2-TZVPD

Structure (XYZ):
```
85
Properties=species:S:1:pos:R:3:forces:R:3
Pb -1.120208 0.212195 0.051412 -0.045 0.045 -0.260
C -2.331591 -4.102695 0.490544 -0.034 -0.008 -0.007
C -2.045274 -3.430117 -0.857466 0.006 0.096 0.088
C -3.200382 -2.476403 -1.198455 -0.029 -0.017 -0.042
C -1.903816 -4.478879 -1.968498 -0.087 -0.034 -0.013
P -0.525482 -2.371204 -0.710718 0.044 -0.074 -0.130
C -0.097004 -1.908775 -2.473894 0.114 0.210 0.165
N 0.462702 -0.568181 -2.533108 -0.046 -0.019 -0.317
B -0.021166 0.562289 -1.844896 0.209 -0.221 0.430
N 0.958123 1.572661 -1.854898 -0.054 0.180 -0.163
C 0.959550 2.729253 -0.977729 -0.021 -0.281 0.031
P 0.673520 2.232373 0.809034 -0.056 0.171 -0.110
C 2.351283 1.992151 1.586787 -0.174 -0.094 0.038
C 3.108477 3.314813 1.732227 0.079 -0.011 0.061
C 2.176556 1.308256 2.950454 0.054 0.001 -0.029
C 3.142077 1.064251 0.663634 0.091 0.026 -0.049
C -0.294244 3.673172 1.503064 0.049 -0.077 0.006
C 0.247700 5.018165 0.988073 -0.090 0.003 0.034
C -1.741092 3.508469 1.023653 -0.045 0.038 -0.039
C -0.277313 3.629285 3.035428 -0.018 0.018 -0.002
C 2.004689 1.114979 -2.681688 -0.066 0.034 0.054
C 3.170733 1.742472 -3.089875 0.037 0.079 -0.009
C 4.040465 1.027619 -3.900344 0.026 -0.008 -0.017
C 3.744446 -0.273907 -4.308723 0.012 0.008 0.008
C 2.566824 -0.897132 -3.922240 -0.015 -0.009 -0.006
C 1.702050 -0.192039 -3.099477 -0.100 -0.098 0.108
C 0.969181 -3.212498 -0.008164 -0.056 0.131 0.059
C 0.841402 -3.220908 1.521106 0.074 -0.014 0.001
C 1.166805 -4.629536 -0.550331 0.089 -0.053 0.053
C 2.158928 -2.334083 -0.419740 0.051 -0.091 -0.025
H -3.322336 -4.562155 0.448250 0.049 0.017 -0.006
H -2.337398 -3.384890 1.316806 -0.017 -0.026 -0.046
H -1.614563 -4.892253 0.716318 -0.022 0.031 -0.003
H -4.098793 -3.068124 -1.393419 0.053 0.026 0.000
H -3.009680 -1.881399 -2.098657 -0.018 -0.035 0.049
H -3.428815 -1.805606 -0.368666 -0.007 -0.058 -0.036
H -2.819465 -5.077184 -1.978175 0.046 0.036 -0.013
H -1.073492 -5.161059 -1.807367 -0.007 -0.006 0.006
H -1.804743 -4.031631 -2.959669 -0.002 -0.012 0.060
H -1.004720 -1.985012 -3.067170 -0.045 -0.002 -0.083
H 0.610307 -2.641005 -2.861008 0.044 -0.011 -0.025
H 0.152582 3.408367 -1.242288 0.000 0.079 -0.070
H 1.892136 3.284198 -1.054015 0.083 0.002 -0.001
H 2.664147 3.976479 2.473283 -0.016 0.001 -0.019
H 3.206357 3.853202 0.787257 -0.001 -0.033 0.019
H 4.121021 3.078816 2.071141 -0.043 0.025 -0.003
H 1.751719 1.969937 3.700894 -0.025 0.005 -0.001
H 3.158726 0.992950 3.308693 -0.014 0.017 -0.002
H 1.550117 0.414673 2.879812 0.022 -0.005 -0.013
H 3.339325 1.502011 -0.317621 -0.020 -0.036 0.072
H 2.639244 0.109263 0.526499 0.050 0.100 0.049
H 4.109468 0.859721 1.130736 -0.053 0.015 -0.030
H -0.020923 5.196038 -0.054521 0.019 -0.017 0.046
H 1.322202 5.124698 1.091424 0.083 0.008 0.040
H -0.214465 5.813639 1.577850 -0.012 -0.025 -0.035
H -1.816840 3.359132 -0.061299 -0.010 0.017 0.067
H -2.294026 4.422946 1.253157 0.028 -0.029 -0.013
H -2.244306 2.686832 1.533763 0.016 0.054 -0.011
H 0.683799 3.934011 3.447225 -0.009 -0.019 -0.007
H -0.528280 2.638533 3.424374 -0.019 0.037 -0.020
H -1.028954 4.328685 3.408509 0.029 -0.011 -0.010
H 3.398157 2.765425 -2.806896 -0.026 -0.093 -0.007
H 4.958692 1.494155 -4.235120 -0.059 -0.029 0.022
H 4.438814 -0.801316 -4.950611 -0.044 0.033 0.030
H 2.333565 -1.896980 -4.269289 0.001 0.039 0.007
H 0.018078 -3.842204 1.870079 0.008 0.020 -0.006
H 0.704612 -2.209776 1.918324 0.025 -0.021 -0.011
H 1.763335 -3.621271 1.949968 -0.040 0.008 -0.022
H 0.422688 -5.329486 -0.171099 0.018 0.030 -0.020
H 2.148192 -4.982885 -0.220135 -0.063 0.008 -0.014
H 1.162613 -4.663543 -1.642261 0.013 0.007 0.050
H 1.940066 -1.272711 -0.295641 -0.006 -0.104 -0.052
H 2.453021 -2.493508 -1.459838 -0.034 0.017 0.083
H 3.019373 -2.575581 0.210351 -0.052 -0.006 -0.052
Br -7.250883 1.035913 2.784940 -0.074 0.005 0.031
C -5.543288 0.742664 2.072425 -0.049 0.009 0.005
C -5.306559 1.029124 0.734195 0.070 0.012 -0.155
C -4.037838 0.824888 0.205915 -0.312 -0.019 0.234
C -3.042522 0.327238 1.039205 0.441 0.044 -0.159
C -3.267042 0.035156 2.374037 -0.154 -0.025 0.018
C -4.539593 0.244255 2.891243 0.145 -0.074 0.097
H -6.103922 1.409530 0.107423 0.037 -0.018 0.058
H -3.864921 1.049621 -0.842360 0.030 0.003 0.067
H -2.488007 -0.357952 3.017662 -0.027 0.053 -0.043
H -4.743917 0.019386 3.930189 -0.031 0.024 -0.043
```
Forces are in eV/Å.

charge: +2
2S+1: 1
LUMO level: -6.92 eV
gap between HOMO and LUMO: 6.67 eV

These are the Löwdin partial charges, in e, on atoms 1 to 2: 1.368 -0.071


What is the LUMO level in the second record? -6.92 eV